Entry 1:
{"formula": "C30H36N3O2RuTe", "method": "wB97M-V/def2-TZVPD", "species": ["Ru", "C", "N", "C", "C", "C", "N", "C", "C", "C", "C", "C", "C", "C", "O", "C", "C", "C", "N", "C", "C", "C", "C", "C", "C", "C", "O", "H", "H", "H", "H", "H", "H", "H", "H", "H", "H", "H", "H", "H", "H", "H", "H", "H", "H", "H", "H", "H", "H", "H", "H", "H", "C", "C", "C", "C", "C", "C", "Te", "C", "C", "C", "H", "H", "H", "H", "H", "H", "H", "H", "H", "H", "H"], "positions_angstrom": [[0.029, 1.581, -0.025], [2.604, -0.264, -0.345], [2.253, 1.119, 0.017], [2.890, 2.066, -0.936], [2.412, 1.974, -2.380], [1.024, 2.562, -2.602], [-0.036, 1.730, -2.030], [-1.001, 1.374, -2.802], [-2.213, 0.717, -2.411], [-2.989, 0.098, -3.404], [-4.162, -0.545, -3.097], [-4.614, -0.543, -1.773], [-3.904, 0.098, -0.788], [-2.674, 0.745, -1.064], [-2.042, 1.343, -0.084], [2.808, 1.442, 1.356], [2.291, 0.624, 2.539], [0.758, 0.585, 2.687], [0.130, 1.703, 1.993], [-0.238, 2.723, 2.715], [-0.677, 3.990, 2.268], [-1.279, 4.858, 3.210], [-1.740, 6.089, 2.847], [-1.604, 6.511, 1.510], [-0.976, 5.726, 0.583], [-0.456, 4.449, 0.925], [0.239, 3.789, 0.060], [3.692, -0.371, -0.417], [2.151, -0.536, -1.294], [2.231, -0.956, 0.405], [3.972, 1.892, -0.911], [2.701, 3.078, -0.572], [2.443, 0.948, -2.751], [3.112, 2.552, -2.984], [0.852, 2.703, -3.671], [0.966, 3.540, -2.120], [-0.915, 1.614, -3.862], [-2.635, 0.119, -4.429], [-4.736, -1.036, -3.871], [-5.532, -1.058, -1.520], [-4.252, 0.128, 0.236], [2.609, 2.498, 1.539], [3.896, 1.309, 1.318], [2.726, 1.088, 3.425], [2.670, -0.398, 2.502], [0.498, 0.586, 3.747], [0.376, -0.342, 2.264], [-0.205, 2.598, 3.799], [-1.382, 4.520, 4.235], [-2.210, 6.736, 3.575], [-1.997, 7.475, 1.214], [-0.843, 6.051, -0.440], [0.626, -7.710, -0.029], [0.404, -6.226, 0.015], [0.390, -5.461, -1.147], [0.148, -4.097, -1.116], [0.138, -3.312, -2.403], [-0.102, -3.472, 0.116], [-0.772, -1.451, 0.131], [-0.057, -4.217, 1.303], [-0.264, -3.620, 2.672], [0.198, -5.580, 1.227], [0.773, -8.059, -1.050], [-0.233, -8.235, 0.392], [1.499, -7.989, 0.562], [0.555, -5.948, -2.101], [0.339, -3.958, -3.256], [0.899, -2.528, -2.378], [-0.833, -2.834, -2.562], [-0.461, -2.550, 2.628], [0.619, -3.781, 3.293], [-1.108, -4.099, 3.170], [0.223, -6.156, 2.147]], "e_lumo_ev": [-2.7, -4.7], "total_energy_ev": -50128.331, "homo_lumo_gap_ev": [7.37, 5.63], "charge": 1, "s2": 6.029, "multiplicity": 5}

---

Entry 2:
{"formula": "C30H37AsBrCsF5N5SSeSi2", "method": "wB97M-V/def2-TZVPD", "species": ["Cs", "Br", "C", "C", "C", "C", "C", "C", "C", "C", "C", "C", "H", "H", "H", "H", "H", "H", "N", "C", "C", "N", "C", "C", "N", "H", "H", "H", "H", "H", "S", "C", "N", "C", "C", "C", "N", "H", "H", "H", "H", "H", "H", "H", "H", "C", "Si", "C", "C", "As", "Si", "C", "C", "C", "H", "H", "H", "H", "H", "H", "H", "H", "H", "H", "H", "H", "H", "H", "H", "H", "H", "H", "F", "C", "C", "F", "C", "F", "C", "Se", "C", "F", "C", "F"], "positions_angstrom": [[-0.534, -0.669, 0.083], [-2.672, 1.187, 1.974], [-2.699, 0.201, 3.628], [-3.039, 0.921, 4.736], [-3.092, 0.266, 5.985], [-2.809, -1.066, 6.063], [-2.457, -1.811, 4.909], [-2.173, -3.193, 5.000], [-1.859, -3.893, 3.870], [-1.797, -3.241, 2.615], [-2.029, -1.889, 2.420], [-2.385, -1.187, 3.622], [-3.256, 1.978, 4.661], [-3.361, 0.830, 6.870], [-2.848, -1.577, 7.021], [-2.206, -3.675, 5.972], [-1.641, -4.955, 3.938], [-1.545, -3.866, 1.757], [5.770, -0.497, -1.898], [4.522, -0.098, -2.345], [3.535, 0.299, -1.432], [2.351, 0.709, -1.837], [2.117, 0.730, -3.154], [3.095, 0.335, -4.044], [4.304, -0.077, -3.651], [5.813, -0.805, -0.940], [6.277, -1.067, -2.555], [3.712, 0.266, -0.360], [1.135, 1.046, -3.483], [2.908, 0.338, -5.111], [-1.027, 3.197, -2.899], [-1.247, 4.010, -1.447], [-2.459, 4.070, -0.851], [-2.735, 4.705, 0.432], [-1.469, 4.750, 1.266], [-0.358, 5.366, 0.435], [-0.238, 4.654, -0.829], [-3.157, 3.490, -1.284], [-3.508, 4.133, 0.942], [-3.113, 5.721, 0.272], [-1.191, 3.740, 1.561], [-1.634, 5.334, 2.171], [0.594, 5.302, 0.958], [-0.573, 6.425, 0.252], [0.669, 4.492, -1.234], [1.144, 0.234, 5.106], [2.575, -0.731, 4.328], [1.940, -2.502, 4.150], [3.881, -0.804, 5.705], [3.405, -0.055, 2.301], [3.152, 2.198, 2.507], [4.077, 3.003, 3.960], [1.385, 2.866, 2.639], [3.832, 3.050, 0.955], [0.847, -0.220, 6.057], [0.271, 0.232, 4.445], [1.420, 1.275, 5.300], [1.828, -2.993, 5.123], [2.627, -3.097, 3.542], [0.965, -2.511, 3.652], [3.463, -1.199, 6.638], [4.289, 0.193, 5.903], [4.715, -1.443, 5.400], [3.620, 2.715, 4.913], [4.074, 4.098, 3.897], [5.114, 2.657, 3.977], [0.806, 2.319, 3.383], [0.880, 2.733, 1.678], [1.365, 3.929, 2.907], [4.895, 2.824, 0.822], [3.720, 4.139, 1.017], [3.305, 2.699, 0.063], [-3.819, -7.056, -5.496], [-3.224, -5.910, -5.101], [-3.969, -4.773, -4.863], [-5.308, -4.820, -5.029], [-3.349, -3.605, -4.463], [-4.148, -2.547, -4.254], [-1.966, -3.491, -4.287], [-1.124, -1.879, -3.806], [-1.255, -4.672, -4.529], [0.079, -4.704, -4.385], [-1.855, -5.851, -4.930], [-1.117, -6.957, -5.159]], "e_lumo_ev": 3.4, "total_energy_ev": -276117.620, "homo_lumo_gap_ev": 5.17, "charge": -2}

---

Entry 3:
{"formula": "C30H37AsF6Ge2NNiSe", "method": "wB97M-V/def2-TZVPD", "species": ["Ni", "F", "As", "F", "F", "F", "F", "F", "C", "C", "C", "C", "C", "C", "N", "H", "H", "H", "H", "H", "H", "H", "H", "C", "Ge", "C", "C", "C", "Se", "C", "H", "H", "H", "H", "H", "H", "H", "H", "H", "H", "H", "H", "H", "H", "C", "Ge", "C", "C", "C", "C", "C", "C", "C", "C", "C", "C", "C", "C", "C", "C", "C", "C", "C", "C", "H", "H", "H", "H", "H", "H", "H", "H", "H", "H", "H", "H", "H", "H", "H"], "positions_angstrom": [[1.229, -1.062, -0.774], [3.179, -1.196, -0.224], [4.704, -1.152, -1.086], [4.046, 0.000, -2.228], [5.249, 0.157, -0.039], [6.279, -1.101, -1.916], [5.380, -2.337, 0.052], [4.226, -2.477, -2.138], [-1.758, -1.945, -2.779], [-1.100, -2.969, -1.912], [-1.482, -4.273, -1.682], [-0.564, -4.805, -0.756], [0.328, -3.797, -0.475], [1.492, -3.750, 0.462], [0.010, -2.678, -1.185], [-2.265, -2.413, -3.624], [-1.005, -1.248, -3.142], [-2.496, -1.366, -2.215], [-2.321, -4.787, -2.121], [-0.568, -5.805, -0.355], [1.433, -4.531, 1.221], [1.489, -2.770, 0.961], [2.441, -3.860, -0.075], [-0.061, -3.811, 4.142], [1.353, -2.425, 4.385], [1.592, -2.284, 6.379], [3.090, -3.067, 3.669], [0.826, -0.592, 3.824], [0.501, -0.069, 1.828], [-1.164, -1.066, 1.670], [0.243, -4.742, 4.617], [-0.238, -4.006, 3.091], [-0.995, -3.488, 4.595], [1.908, -3.240, 6.788], [0.665, -1.998, 6.869], [2.347, -1.544, 6.629], [3.232, -4.121, 3.902], [3.914, -2.507, 4.103], [3.139, -2.947, 2.593], [1.649, 0.075, 4.087], [-0.051, -0.282, 4.394], [-1.009, -2.094, 1.985], [-1.400, -1.026, 0.609], [-1.935, -0.589, 2.275], [0.251, 0.459, -0.748], [-0.732, 2.025, -1.170], [0.173, 3.826, -1.055], [1.468, 3.934, -1.544], [2.129, 5.148, -1.554], [1.496, 6.281, -1.066], [0.211, 6.185, -0.560], [-0.441, 4.966, -0.553], [-2.424, 2.239, -0.119], [-2.299, 2.621, 1.213], [-3.406, 2.764, 2.027], [-4.671, 2.507, 1.521], [-4.809, 2.071, 0.212], [-3.692, 1.932, -0.595], [-1.120, 1.907, -3.132], [-2.184, 2.526, -3.772], [-2.352, 2.420, -5.141], [-1.443, 1.701, -5.896], [-0.373, 1.078, -5.273], [-0.221, 1.182, -3.904], [1.961, 3.043, -1.914], [3.137, 5.218, -1.943], [1.999, 7.240, -1.087], [-0.290, 7.067, -0.177], [-1.446, 4.890, -0.156], [-1.306, 2.796, 1.608], [-3.286, 3.074, 3.060], [-5.545, 2.645, 2.146], [-5.793, 1.838, -0.181], [-3.802, 1.579, -1.611], [-2.893, 3.102, -3.189], [-3.197, 2.904, -5.621], [-1.563, 1.633, -6.970], [0.335, 0.512, -5.862], [0.600, 0.679, -3.401]], "e_lumo_ev": [4.3, 4.3], "total_energy_ev": -329765.901, "homo_lumo_gap_ev": [5.52, 5.62], "charge": -2, "s2": 0.782, "multiplicity": 2}